(1)
11
Properties=species:S:1:pos:R:3:nbo_charge:R:1 method="wB97M-V/def2-TZVPD" e_above_lowest_ev=0.0000 homo_energy_ha=-0.3177 orbital_gap_ev=9.64 smiles="FC1=C(Cl)CC=C1"
F -0.08 -2.07 0.17 -0.300
C 0.18 -0.86 -0.31 0.351
C -0.14 0.32 0.24 -0.126
Cl -0.98 0.58 1.71 0.032
C 0.36 1.41 -0.66 -0.481
C 1.01 0.65 -1.78 -0.162
C 0.90 -0.66 -1.57 -0.270
H 1.08 2.05 -0.14 0.250
H -0.45 2.07 -1.01 0.250
H 1.49 1.14 -2.64 0.222
H 1.28 -1.50 -2.18 0.233

(2)
17
Properties=species:S:1:pos:R:3:nbo_charge:R:1 method="wB97M-V/def2-TZVPD" multiplicity=2 homo_energy_ha="-0.5286 / -0.4783" charge=+2 orbital_gap_ev="5.89 / 4.51" s2=0.760
O 4.59 4.67 2.45 -0.308
C 3.98 3.71 2.48 1.115
O 3.35 2.72 2.51 -0.782
O 1.09 -0.42 2.88 -0.975
Mg 2.11 1.14 2.48 1.900
O -1.69 -4.13 0.12 -0.642
C -1.03 -3.16 0.57 0.927
O -1.47 -1.99 0.67 -0.569
O 0.23 -3.44 0.99 -0.497
C 1.02 -2.33 1.34 -0.145
C -0.25 -2.24 3.46 -0.313
C 0.75 -1.60 2.68 0.423
Cs -5.70 -3.90 -1.43 0.999
H 1.05 -1.58 0.53 0.195
H 2.05 -2.70 1.41 0.217
H -0.45 -3.31 3.39 0.243
H -0.71 -1.66 4.26 0.212

(3)
17
Properties=species:S:1:pos:R:3:nbo_charge:R:1 method="wB97M-V/def2-TZVPD" multiplicity=5 homo_energy_ha="-0.6762 / -0.6814" charge=+3 orbital_gap_ev="6.69 / 3.34" s2=6.064
O 5.33 5.04 -1.59 -0.310
C 4.58 4.19 -1.44 1.101
O 3.80 3.32 -1.33 -0.766
O 1.32 -0.57 -0.27 -0.774
Er 2.40 1.38 -1.14 1.933
O -3.04 0.71 2.06 -0.293
C -2.77 0.03 1.04 0.898
O -3.45 0.03 -0.01 -0.520
O -1.79 -0.89 1.18 -0.430
C -1.20 -1.38 -0.02 -0.221
C 0.48 -2.62 0.54 -0.278
C 0.46 -1.20 0.35 0.520
Li -4.47 1.47 0.92 0.978
H -2.03 -2.06 -0.29 0.302
H -1.17 -1.22 -1.11 0.301
H 0.51 -3.31 -0.31 0.269
H 1.05 -2.92 1.42 0.289

(4)
14
Properties=species:S:1:pos:R:3:nbo_charge:R:1 method="wB97M-V/def2-TZVPD" e_above_lowest_ev=3.8662 homo_energy_ha="-0.5108 / -0.5118" charge=+1 orbital_gap_ev="6.07 / 6.74"
C -0.05 -0.64 0.63 0.425
C 2.97 0.31 0.20 0.676
C 2.33 -0.82 0.00 0.422
C -0.14 1.46 -0.34 0.446
C -2.16 0.04 -0.20 -0.450
N 1.12 -1.03 0.57 -0.347
N -0.76 0.35 -0.06 -0.474
F 3.24 1.15 1.09 -0.152
F 2.71 -1.77 -0.92 -0.233
F -0.81 2.28 -1.04 -0.274
H -0.82 -1.39 1.05 0.237
H -2.29 -0.16 -1.32 0.243
H -2.56 -0.73 0.31 0.231
H -2.75 0.97 0.02 0.250

Number 1: E -20488.7094 eV. Number 2: E -23511.4990 eV. Number 3: E -45323.5836 eV. Number 4: E -16366.9464 eV.